The following is a DFT calculation (ωB97M-V/def2-TZVPD) of C37H49FN3O7P2SScSe2Te2 as an isolated structure.

CARTESIAN COORDINATES (ANGSTROEM)
Sc 0.485 -0.108 0.111
O -0.257 3.828 -1.013
C -0.193 2.424 -1.203
O 0.721 1.835 -0.416
C -1.617 1.841 -0.935
O -2.639 2.380 -1.346
O -1.561 0.734 -0.292
Se 3.346 0.545 1.567
Te 4.222 2.658 2.701
Te 5.735 -0.468 -1.589
Se 3.601 0.671 -0.762
C -4.948 -1.600 1.199
C -3.789 -1.393 0.238
S -2.220 -1.965 0.924
O -1.227 -1.811 -0.190
C -2.532 -3.748 0.980
C -2.806 -4.361 -0.381
H -5.822 -1.045 0.858
H -4.694 -1.237 2.197
H -5.230 -2.652 1.282
H -3.585 -0.338 0.040
H -3.931 -1.893 -0.721
H -3.329 -3.921 1.707
H -1.602 -4.134 1.400
H -3.812 -4.132 -0.738
H -2.707 -5.446 -0.333
H -2.083 -3.981 -1.105
C -0.289 -1.388 4.942
N 0.323 -0.096 4.653
C 1.795 -0.157 4.704
P -0.345 0.813 3.450
O -0.265 0.273 2.063
N -1.983 0.821 3.849
C -2.860 1.323 2.790
C -2.326 1.387 5.143
N 0.334 2.287 3.590
C 0.724 2.901 4.848
C 0.385 3.202 2.446
H -0.024 -2.138 4.189
H -1.373 -1.297 4.973
H 0.072 -1.734 5.913
H 2.186 -0.914 4.020
H 2.093 -0.413 5.725
H 2.242 0.799 4.436
H -2.541 0.949 1.819
H -2.853 2.420 2.742
H -3.886 1.001 2.993
H -1.672 0.989 5.918
H -3.359 1.124 5.388
H -2.244 2.483 5.152
H 0.635 2.192 5.670
H 0.089 3.769 5.064
H 1.765 3.229 4.770
H 0.242 2.668 1.511
H 1.379 3.651 2.405
H -0.378 3.983 2.549
F 6.080 -4.141 3.144
C 4.920 -3.684 2.572
C 4.939 -3.222 1.272
C 3.759 -2.768 0.708
C 2.547 -2.753 1.413
C 1.302 -2.241 0.803
C 2.588 -3.246 2.722
C 3.762 -3.703 3.314
H 5.864 -3.168 0.712
H 3.796 -2.369 -0.299
H 0.458 -2.537 1.445
H 1.146 -2.718 -0.174
H 1.669 -3.281 3.300
H 3.777 -4.072 4.332
O 0.478 -0.504 -2.009
P 0.287 0.414 -3.184
C 1.626 0.231 -4.366
C 1.728 1.053 -5.492
C 2.810 0.921 -6.342
C 3.808 -0.007 -6.055
C 3.731 -0.791 -4.916
C 2.633 -0.678 -4.070
C -1.260 -0.048 -4.011
C -2.324 -0.412 -3.186
C -3.538 -0.778 -3.748
C -3.695 -0.798 -5.127
C -2.633 -0.454 -5.950
C -1.417 -0.081 -5.394
C 0.223 2.192 -2.774
C -0.730 3.021 -3.603
C -0.703 4.310 -3.295
C 0.221 4.610 -2.142
C 1.601 4.112 -2.474
C 1.608 2.825 -2.777
H 0.983 1.820 -5.679
H 2.896 1.564 -7.209
H 4.673 -0.085 -6.703
H 4.541 -1.450 -4.637
H 2.591 -1.250 -3.151
H -2.188 -0.410 -2.110
H -4.366 -1.045 -3.103
H -4.646 -1.085 -5.561
H -2.746 -0.483 -7.027
H -0.587 0.168 -6.042
H -1.430 2.573 -4.295
H -1.358 5.055 -3.726
H 0.190 5.646 -1.814
H 2.491 4.705 -2.320
H 2.505 2.231 -2.873

Orbital gap = 4.1 eV
Electronic energy = -256085.2396 eV
LUMO energy = 3.366 eV
Charge = -2
HOMO energy = -0.7015 eV
Spin multiplicity = 1
Relative energy (zero: lowest compared OMol25 entry of this formula, charge and spin) = 69.64 kcal/mol

---

The following is a DFT calculation (ωB97M-V/def2-TZVPD) of C37H49GeN6SY as an isolated structure.

CARTESIAN COORDINATES (ANGSTROEM)
Y -0.546 -0.087 0.064
C -2.363 -2.738 1.433
C -1.452 -2.390 2.598
N -0.416 -1.354 2.291
C 0.952 -1.906 2.445
C 1.366 -2.612 1.177
N 1.412 -1.633 0.059
C 1.879 -2.292 -1.193
C 0.789 -3.057 -1.932
C -0.109 -2.173 -2.781
N -1.102 -1.377 -2.006
C -2.427 -2.039 -1.951
C -3.414 -1.093 -1.300
N -2.976 -0.689 0.061
C -3.402 -1.665 1.105
H -2.884 -3.662 1.686
H -1.755 -2.978 0.553
H -0.944 -3.294 2.936
H -2.055 -2.041 3.438
H -0.528 -0.609 2.973
H 1.008 -2.586 3.297
H 1.636 -1.082 2.642
H 0.658 -3.404 0.926
H 2.345 -3.082 1.305
H 2.156 -0.974 0.309
H 2.704 -2.964 -0.943
H 2.289 -1.515 -1.843
H 0.194 -3.662 -1.241
H 1.276 -3.771 -2.597
H -0.641 -2.774 -3.522
H 0.514 -1.468 -3.340
H -1.267 -0.544 -2.571
H -2.345 -2.983 -1.414
H -2.771 -2.276 -2.962
H -4.406 -1.547 -1.265
H -3.495 -0.184 -1.900
H -3.461 0.182 0.268
H -4.335 -2.131 0.782
H -3.630 -1.098 2.009
C 3.677 0.925 -0.253
C 4.032 0.566 1.044
C 3.178 0.840 2.106
C 1.961 1.474 1.880
C 1.607 1.845 0.583
C 2.466 1.567 -0.484
H 4.359 0.738 -1.072
H 4.988 0.094 1.230
H 3.477 0.582 3.114
H 1.307 1.738 2.701
H 0.717 2.449 0.406
H 2.206 1.893 -1.481
S -2.032 1.407 2.070
C -1.753 2.953 2.744
N -2.755 3.474 3.509
C -2.664 4.670 4.121
C -1.522 5.402 3.967
C -0.525 4.833 3.171
N -0.632 3.651 2.579
H -3.598 2.920 3.612
H -3.515 4.985 4.709
H -1.402 6.364 4.440
H 0.410 5.359 3.007
C -1.883 1.231 -3.832
Ge -1.011 2.028 -2.216
C -2.271 3.424 -1.646
C -3.361 3.794 -2.434
C -4.251 4.771 -2.002
C -4.071 5.385 -0.772
C -3.001 5.014 0.033
C -2.120 4.034 -0.399
C 0.595 2.772 -3.121
C 1.226 1.823 -3.959
C 2.325 2.115 -4.741
C 2.890 3.384 -4.677
C 2.344 4.367 -3.834
C 2.914 5.653 -3.794
C 2.378 6.639 -2.985
C 1.260 6.355 -2.210
C 0.678 5.094 -2.236
C 1.194 4.068 -3.040
H -1.991 2.015 -4.582
H -2.882 0.853 -3.611
H -1.307 0.430 -4.301
H -3.525 3.337 -3.401
H -5.082 5.058 -2.633
H -4.760 6.151 -0.443
H -2.854 5.502 0.990
H -1.279 3.757 0.230
H 0.814 0.821 -4.015
H 2.743 1.369 -5.404
H 3.758 3.625 -5.278
H 3.771 5.868 -4.421
H 2.820 7.626 -2.969
H 0.824 7.128 -1.592
H -0.203 4.910 -1.641

Orbital gap (spin up / spin down) = 7.2 / 4.6 eV
Electronic energy = -116478.6480 eV
LUMO energy (spin up / spin down) = -7.812 / -10.274 eV
Charge = +3
HOMO energy (spin up / spin down) = -15.0541 / -14.8749 eV
Spin multiplicity = 2
Relative energy (zero: lowest compared OMol25 entry of this formula, charge and spin) = 12.43 kcal/mol

---

The following is a DFT calculation (ωB97M-V/def2-TZVPD) of C37H50AsN3O2PPtSe2 as an isolated structure.

CARTESIAN COORDINATES (ANGSTROEM)
Pt -1.409 -0.190 1.124
O -6.341 -0.845 5.074
C -5.862 -1.594 3.963
C -4.372 -1.283 3.779
C -3.653 -1.447 5.120
O -3.881 -2.718 5.698
C -3.856 -2.268 2.743
Se -1.960 -2.211 2.239
C -4.251 0.153 3.273
Se -2.438 0.806 3.016
H -7.296 -0.939 5.131
H -6.402 -1.331 3.047
H -5.989 -2.667 4.138
H -3.958 -0.642 5.792
H -2.579 -1.366 4.954
H -4.702 -2.678 6.200
H -4.444 -2.207 1.827
H -3.933 -3.285 3.136
H -4.672 0.840 4.011
H -4.801 0.276 2.341
N 2.599 0.307 5.405
C 3.334 -0.927 5.067
C 2.351 -2.097 5.113
C 1.356 -2.051 3.965
N 0.472 -0.844 4.128
C 2.056 -2.005 2.614
C 3.056 -0.859 2.492
N 2.322 0.405 2.375
C 4.000 -0.830 3.693
H 2.483 0.384 6.410
H 1.070 -0.032 4.431
H 3.098 1.131 5.096
H 4.127 -1.124 5.797
H 1.827 -2.105 6.073
H 2.903 -3.037 5.047
H 0.703 -2.925 3.998
H -0.255 -1.014 4.822
H -0.030 -0.618 3.248
H 1.315 -1.947 1.810
H 2.586 -2.952 2.483
H 3.672 -1.061 1.605
H 1.702 0.391 1.571
H 2.962 1.181 2.237
H 4.617 0.074 3.648
H 4.689 -1.674 3.603
C -1.102 -0.150 -2.350
C -0.365 -0.250 -3.680
As -1.529 0.413 -5.147
C -0.121 0.705 -6.464
C 1.012 -0.099 -6.531
C 1.969 0.111 -7.516
C 1.801 1.126 -8.444
C 0.669 1.929 -8.389
C -0.287 1.717 -7.409
C -1.609 2.234 -4.429
C -0.465 3.012 -4.262
C -0.545 4.256 -3.658
C -1.771 4.738 -3.214
C -2.915 3.975 -3.382
C -2.833 2.727 -3.990
P -0.051 -0.117 -0.853
C 0.937 1.395 -1.007
C 0.566 2.486 -0.219
C 1.234 3.696 -0.330
C 2.284 3.822 -1.229
C 2.659 2.743 -2.017
C 1.990 1.534 -1.910
C 1.103 -1.508 -1.035
C 2.470 -1.384 -0.806
C 3.292 -2.503 -0.849
C 2.755 -3.751 -1.119
C 1.391 -3.883 -1.344
C 0.568 -2.770 -1.300
H -1.829 -0.955 -2.223
H -1.669 0.786 -2.278
H -0.067 -1.279 -3.879
H 0.532 0.372 -3.690
H 1.159 -0.900 -5.816
H 2.846 -0.522 -7.558
H 2.546 1.290 -9.210
H 0.530 2.721 -9.114
H -1.165 2.352 -7.371
H 0.493 2.650 -4.620
H 0.349 4.856 -3.540
H -1.833 5.712 -2.747
H -3.873 4.351 -3.049
H -3.730 2.133 -4.125
H -0.254 2.387 0.488
H 0.936 4.536 0.282
H 2.810 4.763 -1.319
H 3.476 2.843 -2.720
H 2.298 0.698 -2.525
H 2.899 -0.413 -0.597
H 4.356 -2.395 -0.679
H 3.398 -4.621 -1.158
H 0.967 -4.856 -1.553
H -0.498 -2.887 -1.455

Orbital gap = 6.6 eV
Electronic energy = -251808.9874 eV
LUMO energy = -3.487 eV
Charge = +1
HOMO energy = -10.1196 eV
Spin multiplicity = 1
Relative energy (zero: lowest compared OMol25 entry of this formula, charge and spin) = 0.00 kcal/mol

---

The following is a DFT calculation (ωB97M-V/def2-TZVPD) of C37H50BClCsF5KN4O21P as an isolated structure at a distorted geometry.

CARTESIAN COORDINATES (ANGSTROEM)
C 4.200 -4.552 1.082
C 5.296 -3.479 0.951
C 5.263 -2.703 -0.388
C 3.923 -2.050 -0.741
C 3.191 -1.309 0.395
C 3.736 0.072 0.629
C 4.996 0.223 1.162
N 5.533 1.403 1.382
N 4.807 2.393 1.030
F 5.396 3.525 1.227
C 3.576 2.444 0.514
C 2.930 3.769 0.192
P 2.942 3.958 -1.640
O 1.786 3.339 -2.293
O 4.273 3.193 -2.106
O 3.156 5.471 -1.957
C 2.990 1.206 0.298
O 1.760 1.168 -0.253
C 0.742 0.631 0.547
O 0.741 0.769 1.727
C -0.334 -0.020 -0.242
C -0.459 -1.383 -0.364
C -1.458 -1.947 -1.134
C -2.329 -1.109 -1.798
C -2.206 0.256 -1.660
C -1.218 0.830 -0.892
H 4.626 -5.497 1.393
H 3.617 -4.669 0.176
H 3.519 -4.269 1.877
H 5.156 -2.781 1.771
H 6.283 -3.945 1.093
H 5.456 -3.437 -1.178
H 6.045 -1.944 -0.492
H 3.228 -2.780 -1.145
H 4.078 -1.329 -1.539
H 2.149 -1.271 0.120
H 3.231 -1.844 1.341
H 5.582 -0.644 1.415
H 3.470 4.581 0.669
H 1.899 3.697 0.524
H 4.063 2.261 -2.222
H 3.408 5.524 -2.891
H 0.221 -2.059 0.135
H -1.522 -3.017 -1.222
H -3.100 -1.525 -2.425
H -2.870 0.924 -2.185
H -1.111 1.897 -0.792
C 5.232 0.408 4.749
C 4.806 0.323 6.196
O 4.654 -1.092 6.383
C 5.501 -1.701 5.542
O 5.845 -2.831 5.597
O 5.956 -0.820 4.577
F 3.626 0.926 6.388
H 4.385 0.427 4.064
H 5.869 1.275 4.553
H 5.538 0.711 6.910
B 6.264 6.166 0.642
O 6.139 7.650 0.549
C 5.603 8.119 1.662
O 5.370 9.272 1.897
C 5.302 6.936 2.586
O 4.789 6.996 3.672
O 5.683 5.832 1.980
F 7.568 5.744 0.493
F 5.495 5.504 -0.360
Cs 8.097 -0.022 4.019
C -2.138 -2.456 2.588
O -2.149 -3.794 3.089
C -3.212 -4.506 2.709
O -4.106 -4.110 2.009
O -3.106 -5.723 3.232
C -4.192 -6.595 2.899
H -1.233 -1.981 2.959
H -2.118 -2.458 1.501
H -2.999 -1.898 2.951
H -4.251 -6.744 1.824
H -5.132 -6.200 3.278
H -3.995 -7.549 3.378
O 9.014 1.915 7.956
Cl 9.007 2.263 9.371
O 10.009 3.262 9.617
O 9.292 1.072 10.138
O 7.699 2.765 9.715
F 8.227 4.764 2.353
C -7.851 -7.501 -1.311
C -6.697 -6.658 -1.849
C -5.680 -6.779 -0.724
O -5.882 -8.061 -0.122
C -7.109 -8.623 -0.597
H -8.527 -7.864 -2.083
H -8.433 -6.920 -0.594
H -6.302 -7.106 -2.763
H -6.968 -5.626 -2.066
H -5.843 -6.013 0.042
H -4.650 -6.702 -1.076
H -6.869 -9.441 -1.286
H -7.669 -9.033 0.244
C -6.548 2.193 -4.818
C -5.616 1.056 -5.156
O -5.819 -0.089 -4.780
N -4.519 1.345 -5.907
C -4.111 2.631 -6.444
H -7.369 1.809 -4.221
H -6.022 2.953 -4.239
H -6.957 2.635 -5.727
H -3.940 0.542 -6.097
H -4.051 2.571 -7.531
H -3.124 2.893 -6.057
H -4.815 3.409 -6.172
K 8.020 -3.995 0.043
N -8.517 4.465 -6.507
C -9.833 4.572 -6.676
C -10.642 5.426 -5.940
C -10.051 6.214 -4.969
C -8.683 6.119 -4.776
C -7.967 5.235 -5.567
H -10.257 3.936 -7.445
H -11.706 5.469 -6.126
H -10.646 6.893 -4.372
H -8.180 6.717 -4.029
H -6.893 5.132 -5.450

Orbital gap = 1.8 eV
Electronic energy = -141074.8756 eV
LUMO energy = -3.887 eV
HOMO energy = -5.7271 eV
Spin multiplicity = 1